No. 1
This record from the Open Molecules 2025 dataset describes a molecular structure, C19H46CaCl2F2N5O14S2V. The level of theory is ωB97M-V with the def2-TZVPD basis set.

```
! wB97M-V def2-TZVPD RIJCOSX def2/J DEFGRID3
* xyz 2 1
C -2.264 0.779 1.509
O -3.240 -0.253 1.334
C -2.670 -1.534 1.108
S -3.305 -2.301 -0.414
O -3.546 -3.670 -0.055
O -4.521 -1.640 -0.838
N -2.208 -2.268 -1.533
S -1.454 -0.819 -1.583
O -0.335 -0.865 -0.664
O -2.351 0.281 -1.307
C -0.831 -0.585 -3.242
C 0.226 0.529 -3.185
C 0.098 1.489 -4.345
F -1.235 1.837 -4.540
H -2.622 1.649 0.973
H -1.295 0.555 1.068
H -2.079 1.035 2.587
H -3.007 -2.200 1.926
H -1.585 -1.556 1.103
H -1.701 -0.288 -3.817
H -0.437 -1.528 -3.603
H 1.211 0.084 -3.121
H 0.057 1.083 -2.266
H 0.652 2.391 -4.080
H 0.527 1.113 -5.258
C -0.464 -0.900 4.382
O -1.068 -1.961 3.612
H -0.043 -0.162 3.703
H -1.233 -0.413 5.011
H 0.320 -1.295 5.021
H -1.422 -2.617 4.237
O 3.632 5.108 -5.798
V 3.247 3.883 -4.750
O 2.597 2.627 -3.830
N -6.649 -2.456 -2.813
H -7.594 -2.268 -2.477
H -6.399 -1.773 -3.528
H -5.977 -2.382 -2.023
H -6.609 -3.396 -3.209
C -1.367 -2.242 -7.380
C -1.094 -0.759 -7.325
O -0.241 -0.302 -6.600
C -1.929 0.128 -8.212
H -0.698 -2.760 -6.696
H -2.399 -2.444 -7.087
H -1.196 -2.616 -8.390
H -2.985 0.028 -7.954
H -1.782 -0.145 -9.258
H -1.630 1.163 -8.073
Cl -1.058 -1.987 7.996
C 0.538 -1.220 8.296
C 0.407 0.198 8.788
Cl -0.257 1.245 7.506
H 1.104 -1.267 7.370
H 1.051 -1.827 9.040
H 1.385 0.587 9.060
H -0.245 0.276 9.654
C 7.058 5.712 1.043
C 5.942 5.946 0.057
C 4.990 4.782 -0.101
O 4.536 4.935 -1.452
C 5.532 5.594 -2.131
O 5.580 5.709 -3.310
O 6.450 6.084 -1.279
H 7.722 4.927 0.697
H 7.659 6.617 1.148
H 6.672 5.439 2.021
H 5.401 6.863 0.308
H 4.152 4.832 0.591
H 5.476 3.808 -0.008
C -6.775 -6.886 2.523
O -7.340 -7.950 2.622
N -6.490 -6.269 1.357
C -5.808 -4.991 1.305
C -6.883 -6.915 0.116
H -6.435 -6.316 3.408
H -6.451 -4.257 0.808
H -4.880 -5.084 0.746
H -5.584 -4.643 2.314
H -7.964 -7.060 0.101
H -6.407 -7.892 0.040
H -6.584 -6.300 -0.730
C 9.140 3.695 3.461
O 8.194 3.714 2.689
N 10.306 4.356 3.202
N 9.109 3.009 4.645
H 11.096 4.354 3.819
H 10.363 4.867 2.341
H 8.269 2.512 4.864
H 9.875 2.980 5.291
F 5.006 3.279 -2.734
Ca -2.957 -0.817 4.198
*
```

Its frontier orbital gap is 3.6 eV. For the LUMO energy, the calculation gives -8.5 eV.

***

No. 2
This record from the Open Molecules 2025 dataset describes a single C17H18N2O2S molecule. The level of theory is ωB97M-V with the def2-TZVPD basis set.

```
! wB97M-V def2-TZVPD RIJCOSX def2/J DEFGRID3
* xyz 0 1
C -4.808 -2.250 -0.251
C -3.957 -1.088 -0.704
C -4.237 0.122 -0.356
C -3.289 1.277 -0.626
C -2.082 1.210 -1.447
C -1.160 2.164 -1.646
N 0.136 1.747 -0.871
C 0.314 2.302 0.323
S -0.767 3.761 0.998
N 1.181 1.805 1.191
C 2.046 0.810 0.896
C 1.551 -0.388 0.538
C 2.286 -1.349 0.303
C 1.766 -2.486 -0.442
O 0.690 -2.822 -1.142
O 2.619 -3.743 -0.309
C 3.656 -1.448 0.800
C 4.025 -0.432 1.236
C 3.316 0.702 1.615
C 3.917 2.018 2.130
C -1.773 -0.231 -1.659
C -2.615 -1.262 -1.196
H -4.259 -3.253 0.019
H -5.471 -2.401 -1.094
H -5.172 -2.186 0.701
H -4.961 0.431 0.144
H -3.514 2.036 -0.289
H -1.533 3.209 -1.358
H -0.808 2.180 -2.665
H 0.670 1.167 -1.148
H 1.431 2.492 1.919
H 0.490 -0.553 -0.003
H 2.105 -4.454 -0.858
H 4.196 -2.355 0.531
H 5.184 -0.444 1.463
H 3.415 2.010 3.307
H 4.903 1.762 2.425
H 3.711 2.790 1.757
H -0.845 -0.514 -2.400
H -2.357 -2.336 -1.830
*
```

Its frontier orbital gap is 7.1 eV. For the energy above the lowest of the compared OMol25 structures with the same formula, charge and spin, the calculation gives 14.371 eV. For the LUMO energy, the calculation gives -0.7 eV. Its SMILES is Cc1ccc(CNC(=S)Nc2cc(C(=O)O)ccc2C)cc1.

***

No. 3
This record from the Open Molecules 2025 dataset describes a molecular structure, C4H6N2O. The level of theory is ωB97M-V with the def2-TZVPD basis set.

```
! wB97M-V def2-TZVPD RIJCOSX def2/J DEFGRID3
* xyz 0 1
C 1.687 0.125 -0.347
C -1.890 0.803 0.938
C 0.943 -1.188 0.052
C -0.293 -0.386 -0.360
N -1.371 -0.281 0.555
N 0.479 0.718 -0.731
O 2.800 0.474 -0.536
H -2.586 0.857 1.794
H -1.749 1.735 0.428
H 1.357 -2.017 -0.589
H 1.011 -1.478 1.162
H -0.746 -1.078 -1.590
H 0.357 1.716 -0.775
*
```

Its frontier orbital gap is 10.0 eV. For the energy above the lowest of the compared OMol25 structures with the same formula, charge and spin, the calculation gives 3.341 eV. For the LUMO energy, the calculation gives 0.5 eV.

***

Respective largest force on an atom values: 6.507, 18.999, 5.908 eV Å⁻¹.